Entry 1:
Here is a single C5H7NO molecule at a distorted geometry from the Open Molecules 2025 dataset. Energies are from ωB97M-V/def2-TZVPD.

As for the charge: 0. The value obtained for the gap between HOMO and LUMO is 9.19 eV. As for the spin multiplicity: 1. Its LUMO energy is 0.85 eV. The total energy is -324.594137 Eh. As for the SMILES: CN1[C@H]2C(=O)[C@]21C.

Last column: Löwdin charge in e.
Cartesian coordinates (Å):
C 0.5567 1.6927 -0.2894  -0.10
N -0.4244 0.9493 0.4748  -0.08
C 0.0952 0.0128 1.4489  -0.01
C -0.9652 -0.9621 1.4235  -0.35
O -1.4915 -1.8547 2.0174  0.10
C -0.6448 -0.4375 0.1133  -0.23
C -0.2285 -1.1336 -1.1344  0.00
H 0.0913 2.0208 -1.2179  0.09
H 0.8207 2.5751 0.2921  0.09
H 1.4717 1.1322 -0.5190  0.09
H 1.1254 -0.0423 1.7509  0.14
H 0.4864 -1.9289 -0.9229  0.09
H 0.2136 -0.4372 -1.8443  0.07
H -1.1067 -1.5866 -1.5931  0.09

Entry 2:
Here is a gas-phase ion, C3H9N2OS2 (charge +1) at a distorted geometry from the Open Molecules 2025 dataset. Energies are from ωB97M-V/def2-TZVPD.

As for the charge: +1. The value obtained for the gap between HOMO and LUMO is 9.98 eV. As for the spin multiplicity: 1. Its LUMO energy is -3.20 eV. The total energy is -1100.604660 Eh. As for the SMILES: NC(=O)[C@H]([NH3+])CSS.

Last column: Löwdin charge in e.
Cartesian coordinates (Å):
N -0.3897 -2.3369 -2.3303  0.22
C 0.4503 -1.9211 -1.3652  -0.49
O 1.4029 -2.5608 -0.9242  0.07
C 0.3381 -0.4939 -0.8530  -0.30
N 1.5412 -0.1408 -0.0629  0.21
C -0.9241 -0.2358 -0.0118  -0.42
S -0.9872 1.5907 0.3849  0.46
S -0.1467 2.0026 2.1203  0.37
H -1.2322 -1.8345 -2.4983  0.11
H -0.1407 -3.2462 -2.7034  0.14
H 0.3223 0.2196 -1.6813  0.16
H 1.5571 0.8344 0.2469  0.12
H 1.6445 -0.7240 0.7733  0.18
H 2.3632 -0.3692 -0.6266  0.18
H -0.9725 -0.8193 0.9042  0.10
H -1.8801 -0.4495 -0.4917  0.09
H -0.9469 1.7237 3.0875  -0.20

Entry 3:
Here is a molecular structure, C24H42NP3STc at a distorted geometry from the Open Molecules 2025 dataset. Energies are from ωB97M-V/def2-TZVPD.

As for the charge: +4. The value obtained for the gap between HOMO and LUMO (alpha / beta) is 5.30 / 1.86 eV. As for the spin multiplicity: 4. Its LUMO energy (alpha / beta) is -13.43 / -16.64 eV. The total energy is -2495.817103 Eh. As for the expectation value of S²: 3.799.

Last column: Löwdin charge in e.
Cartesian coordinates (Å):
Tc 0.0782 0.2276 -0.3835  0.80
P -0.6792 2.0344 0.6790  0.67
P -2.2260 -0.6653 -0.3554  0.81
P 2.2738 0.9518 -0.2405  0.70
H 1.3250 -1.7463 -5.7207  0.09
C 2.1110 -1.5765 -4.9577  -0.04
C 2.4138 -2.5019 -4.0388  -0.21
H 1.7745 -3.4082 -4.0673  0.07
C -1.0271 3.3418 -0.5099  -0.18
C -2.1923 2.0111 1.7039  -0.22
C 0.3627 2.8259 1.9540  -0.22
C -2.9362 -2.1831 -1.1241  -0.22
C -2.8867 -1.0187 1.3298  -0.23
C -3.2440 0.5934 -1.2548  -0.22
C 3.6155 0.1868 -1.2074  -0.23
C 2.9900 0.8564 1.4427  -0.23
C 2.4602 2.6935 -0.7998  -0.21
H 2.8304 -0.7703 -5.1525  0.08
H 3.3951 -2.5395 -3.5164  0.08
H -1.4599 4.1659 0.0746  0.09
H -1.7455 3.0103 -1.2728  0.06
H -0.1056 3.6723 -1.0066  0.05
H -2.2925 3.0263 2.1001  0.08
H -2.0748 1.3151 2.5424  0.04
H -3.0897 1.7581 1.1378  0.03
H -0.2136 3.6903 2.2991  0.08
H 1.3210 3.1803 1.5760  0.03
H 0.5308 2.1444 2.7969  0.05
H -3.8879 -2.4100 -0.6263  0.08
H -2.2264 -3.0041 -0.9731  0.06
H -3.1051 -1.9976 -2.1900  0.04
H -3.5757 -0.2456 1.6890  0.06
H -2.0618 -1.1322 2.0421  -0.02
H -3.4152 -1.9795 1.2965  0.07
H -4.1861 0.1181 -1.5507  0.08
H -2.7005 0.9004 -2.1589  0.03
H -3.4584 1.4794 -0.6512  0.03
H 4.4898 0.8431 -1.0873  0.08
H 3.3566 0.1147 -2.2714  0.05
H 3.8645 -0.8046 -0.8111  0.05
H 4.0215 1.2251 1.3884  0.08
H 2.9922 -0.1890 1.7842  0.04
H 2.4344 1.4647 2.1638  0.02
H 3.5259 2.8283 -1.0242  0.08
H 2.1564 3.4062 -0.0271  0.04
H 1.8634 2.8532 -1.7094  0.06
C 0.2808 -1.6684 -2.5332  -0.61
C 0.3186 -0.2209 -2.6890  -0.29
C -0.5733 0.3029 -3.7117  -0.05
C -1.4360 -0.4943 -4.4206  -0.04
C -1.5346 -1.8555 -4.1508  0.01
C -0.6910 -2.4362 -3.1943  -0.13
S 1.5381 -2.5823 -1.6205  0.88
H 1.2932 -3.8926 -1.9128  -0.02
H 1.3333 0.2707 -2.6558  0.09
H -0.4814 1.3547 -3.9782  0.13
H -2.0326 -0.1174 -5.2478  0.14
H -2.2657 -2.4614 -4.6745  0.15
H -0.8010 -3.4723 -2.8875  0.12
N 0.2968 -0.7341 1.2811  -0.03
C 0.3384 -1.0107 2.4253  -0.01
C 0.3180 -0.9870 3.8638  -0.13
C -0.9217 -0.9841 4.5742  0.11
C -0.9429 -0.8586 5.9555  0.08
C 0.2580 -0.8007 6.6859  0.07
C 1.4715 -0.8400 5.9969  0.10
C 1.5212 -0.8855 4.6029  0.11
H -1.8820 -1.0582 4.0471  0.14
H -1.9041 -0.8466 6.5013  0.17
H 0.2179 -0.7565 7.7680  0.16
H 2.3967 -0.8361 6.5834  0.17
H 2.4878 -0.8753 4.0800  0.15

Entry 4:
Here is 3 unconnected molecules or ions with the total composition C4H13NO2 at a distorted geometry from the Open Molecules 2025 dataset. Energies are from ωB97M-V/def2-TZVPD.

As for the charge: 0. The value obtained for the gap between HOMO and LUMO is 10.03 eV. As for the spin multiplicity: 1. Its LUMO energy is 0.66 eV. The total energy is -365.399849 Eh. As for the SMILES: C/C=C/CN.O.O.

Last column: Löwdin charge in e.
Cartesian coordinates (Å):
C -0.2431 0.4580 -2.6682  -0.10
C 0.4722 0.7577 -1.3830  -0.18
C -0.1333 1.1129 -0.2542  -0.13
C 0.4377 1.1570 1.1390  -0.28
N 1.8586 0.8576 1.2850  0.00
H -1.0256 1.1689 -2.9125  0.07
H 0.4360 0.3659 -3.5195  0.07
H -0.8046 -0.4754 -2.5947  0.07
H 1.5599 0.6260 -1.3852  0.09
H -1.2109 1.2218 -0.2439  0.11
H 0.2333 2.1327 1.5786  0.11
H -0.1412 0.4198 1.6993  0.08
H 2.2119 0.3585 0.4841  0.04
H 2.4287 1.6518 1.5121  0.06
O -2.6962 -0.8555 1.3214  -0.07
H -2.1297 -1.0814 0.5675  0.02
H -2.0084 -0.8091 2.0050  0.03
O 0.4504 -2.6782 0.1928  -0.05
H 0.8718 -1.8551 -0.0734  0.01
H 0.5177 -2.7511 1.1533  0.04

Entry 5:
Here is 17 unconnected molecules or ions with the total composition C63H141N17O17 at a distorted geometry from the Open Molecules 2025 dataset. Energies are from ωB97M-V/def2-TZVPD.

As for the charge: -2. The value obtained for the gap between HOMO and LUMO is 2.28 eV. As for the spin multiplicity: 1. Its LUMO energy is 2.31 eV. The total energy is -4694.890133 Eh.

Last column: Löwdin charge in e.
Cartesian coordinates (Å):
C -0.2299 -0.0237 1.7334  -0.06
C -1.1593 -0.6283 0.6670  -0.47
C -1.2033 0.3929 -0.5795  -0.17
C 0.0188 0.4170 -1.4435  -0.22
C 0.4091 -0.9898 -1.9151  -0.17
C 0.4715 -2.0434 -0.7947  -0.47
N -0.7787 -1.9883 0.0964  -0.21
O -0.8872 -3.1062 0.9866  -0.38
C 1.8521 -1.8447 -0.0940  -0.06
C 0.4465 -3.3808 -1.6058  -0.08
C -2.6122 -0.6580 1.2264  -0.07
H -0.6657 0.8926 2.1315  0.07
H 0.8156 0.1853 1.5068  0.06
H -0.2214 -0.7193 2.5726  0.07
H -1.5025 1.3588 -0.1727  0.11
H -2.0029 0.1096 -1.2640  0.10
H 0.7596 1.0602 -0.9687  0.10
H -0.2419 1.0375 -2.3009  0.10
H 1.4125 -0.7924 -2.2925  0.10
H -0.2105 -1.3728 -2.7260  0.10
H 2.6380 -2.4053 -0.6000  0.06
H 1.9999 -2.1174 0.9510  0.06
H 2.1292 -0.7910 -0.1260  0.05
H 1.2499 -3.3566 -2.3421  0.06
H -0.4732 -3.5755 -2.1575  0.06
H 0.5202 -4.3265 -1.0688  0.06
H -2.9051 0.3414 1.5480  0.07
H -2.6968 -1.3073 2.0978  0.06
H -3.3143 -1.0019 0.4668  0.07
C 1.1323 7.0393 2.4719  -0.05
C 1.5448 8.1217 3.4823  -0.52
C 2.9086 8.6955 3.0507  -0.17
C 2.9743 9.6796 1.8608  -0.21
C 2.0205 10.8183 2.0951  -0.19
C 0.5749 10.3821 2.4686  -0.47
N 0.5493 9.2672 3.5187  -0.19
O -0.7783 8.9363 4.0012  -0.36
C -0.1389 10.0651 1.1333  -0.08
C -0.0344 11.7059 3.0229  -0.08
C 1.8186 7.4761 4.8325  -0.07
H 1.9400 6.3390 2.2592  0.07
H 0.7751 7.5984 1.6070  0.06
H 0.2900 6.4595 2.8493  0.07
H 3.5480 7.8661 2.7486  0.10
H 3.4294 9.2377 3.8399  0.11
H 2.6441 9.1376 0.9746  0.09
H 3.9893 10.0147 1.6471  0.10
H 2.0206 11.4989 1.2437  0.11
H 2.5242 11.3505 2.9020  0.10
H -0.5499 10.9677 0.6813  0.05
H -1.0180 9.4209 1.1508  0.07
H 0.4344 9.6909 0.2851  0.05
H 0.0219 12.5203 2.3007  0.06
H 0.4631 12.0476 3.9306  0.07
H -1.0886 11.5931 3.2762  0.07
H 0.9997 6.8457 5.1788  0.07
H 1.9744 8.2625 5.5711  0.08
H 2.6645 6.7905 4.7822  0.07
C 6.3211 -5.5218 2.3857  -0.02
C 6.2322 -6.9230 2.8779  -0.58
O 7.1121 -7.2687 3.6575  0.01
N 5.2207 -7.7016 2.4463  0.01
C 4.1328 -7.2762 1.5639  -0.07
H 7.2276 -5.0717 2.7904  0.08
H 5.4978 -4.9528 2.8175  0.09
H 6.2937 -5.4166 1.3011  0.08
H 5.1122 -8.6621 2.7392  0.14
H 3.3859 -8.0628 1.4568  0.09
H 4.5599 -6.9910 0.6025  0.07
H 3.7046 -6.3229 1.8737  0.08
C -5.8677 2.5609 -5.7515  -0.01
C -6.1322 2.0997 -7.1540  -0.60
O -5.2407 1.5472 -7.7969  0.03
N -7.3693 2.2898 -7.5613  0.00
C -7.8138 2.0176 -8.9175  -0.07
H -6.5328 1.9584 -5.1328  0.09
H -6.0935 3.6259 -5.6974  0.08
H -4.8347 2.3345 -5.4873  0.09
H -8.0252 2.7329 -6.9340  0.14
H -8.7088 2.5896 -9.1621  0.08
H -8.0531 0.9615 -9.0420  0.08
H -7.0514 2.3427 -9.6255  0.09
C -8.9757 -0.6986 4.5766  0.00
C -10.0138 0.3869 4.3236  -0.56
O -9.8597 1.2071 3.4421  0.05
N -11.1060 0.3486 5.1479  -0.01
C -12.2524 1.2372 5.0323  -0.07
H -8.1908 -0.2588 5.1919  0.09
H -8.5410 -1.1321 3.6760  0.09
H -9.3493 -1.5095 5.2019  0.06
H -11.1367 -0.5118 5.6759  0.12
H -11.9706 2.2141 5.4253  0.08
H -13.1336 0.8625 5.5530  0.08
H -12.5197 1.3803 3.9853  0.08
C 5.6453 1.3308 4.5911  0.01
C 6.1583 1.0328 5.9419  -0.64
O 6.4112 1.9557 6.6654  0.06
N 6.2861 -0.2357 6.2754  0.01
C 6.6734 -0.5665 7.6269  -0.08
H 5.8878 0.3999 4.0785  0.07
H 6.1336 2.2381 4.2354  0.10
H 4.5628 1.4435 4.6513  0.10
H 6.3583 -0.8860 5.5060  0.13
H 5.7948 -0.5048 8.2691  0.09
H 7.3548 0.1834 8.0287  0.08
H 7.1810 -1.5056 7.8471  0.08
C -5.6436 -5.4771 -1.1323  0.00
C -5.5296 -4.9050 -2.5162  -0.59
O -6.1295 -5.4180 -3.4708  0.00
N -4.7370 -3.8881 -2.6732  0.01
C -4.4620 -3.2792 -3.9311  -0.07
H -4.7580 -5.2317 -0.5462  0.08
H -5.6811 -6.5654 -1.1803  0.08
H -6.5630 -5.1731 -0.6320  0.08
H -4.0680 -3.6895 -1.9430  0.15
H -3.7932 -3.8700 -4.5570  0.09
H -3.9636 -2.3261 -3.7543  0.09
H -5.3719 -3.2175 -4.5281  0.09
C -8.2947 5.3088 6.0908  -0.01
C -7.2263 5.7946 5.1453  -0.58
O -6.4613 6.6711 5.4970  0.06
N -7.1961 5.1384 3.9529  0.00
C -6.2387 5.5087 2.9169  -0.07
H -9.0884 6.0424 5.9497  0.08
H -7.8602 5.6132 7.0429  0.08
H -8.5850 4.2631 5.9887  0.07
H -7.7563 4.3162 3.7787  0.13
H -6.3247 4.9835 1.9656  0.08
H -5.2001 5.4577 3.2437  0.09
H -6.3644 6.5812 2.7684  0.08
C 1.7907 3.3430 -8.3944  0.00
C 2.1713 4.3158 -9.5015  -0.56
O 2.0066 3.9757 -10.6961  -0.01
N 2.7199 5.4569 -9.1456  0.01
C 2.9791 6.5969 -10.0367  -0.05
H 1.7934 3.8049 -7.4071  0.07
H 2.4701 2.4910 -8.4166  0.08
H 0.7499 3.0554 -8.5432  0.09
H 2.9318 5.5359 -8.1612  0.14
H 2.5397 7.4950 -9.6025  0.08
H 2.5371 6.4655 -11.0243  0.08
H 4.0498 6.7575 -10.1626  0.08
C 6.8368 -3.6846 -4.4799  0.00
C 7.9609 -3.3792 -3.4980  -0.58
O 8.1917 -2.2000 -3.2767  0.02
N 8.6712 -4.3435 -2.9499  -0.01
C 9.9183 -4.1597 -2.2141  -0.05
H 6.0328 -2.9552 -4.3820  0.08
H 6.3463 -4.6539 -4.3903  0.07
H 7.2257 -3.5490 -5.4891  0.08
H 8.3262 -5.2927 -2.9666  0.14
H 9.5876 -3.9798 -1.1912  0.09
H 10.4982 -3.3810 -2.7095  0.09
H 10.4888 -5.0869 -2.1610  0.08
C 1.7245 -4.4396 6.1857  -0.01
C 0.6282 -3.9582 7.0615  -0.56
O 0.8166 -3.8350 8.2695  0.01
N -0.6201 -3.7912 6.5131  0.00
C -1.8022 -3.3625 7.2687  -0.07
H 1.5554 -5.5162 6.2087  0.09
H 2.7337 -4.2844 6.5670  0.09
H 1.5019 -4.0333 5.1991  0.08
H -0.7784 -3.9149 5.5232  0.13
H -1.5631 -2.8015 8.1721  0.08
H -2.4595 -4.1781 7.5703  0.07
H -2.3016 -2.6611 6.6002  0.08
C -1.3736 -9.1519 4.7986  -0.01
C -0.7740 -10.1229 3.8674  -0.58
O 0.2151 -10.7310 4.1292  0.05
N -1.3736 -10.3308 2.6277  0.00
C -2.5005 -9.5659 2.1127  -0.10
H -2.2501 -9.5867 5.2791  0.09
H -1.7422 -8.2819 4.2551  0.07
H -0.7265 -8.8287 5.6140  0.09
H -1.0301 -11.0887 2.0552  0.13
H -2.5386 -9.7420 1.0377  0.08
H -2.3889 -8.4912 2.2567  0.08
H -3.4357 -9.9818 2.4876  0.08
C 3.5440 -6.3047 -9.5871  0.00
C 2.2744 -5.6645 -9.0147  -0.61
O 1.5570 -6.2491 -8.2400  0.05
N 2.0078 -4.4627 -9.4414  0.00
C 0.7928 -3.7166 -9.1129  -0.06
H 3.4002 -7.3274 -9.9357  0.08
H 4.2602 -6.4016 -8.7711  0.08
H 3.9967 -5.7995 -10.4403  0.07
H 2.5555 -4.0430 -10.1790  0.13
H 0.7857 -3.5779 -8.0318  0.09
H -0.1168 -4.2938 -9.2789  0.08
H 0.6376 -2.7704 -9.6314  0.09
C 0.6060 -15.3343 -2.9691  -0.01
C 0.1394 -13.9621 -2.5348  -0.55
O -0.3067 -13.7235 -1.3938  0.01
N 0.4573 -12.9684 -3.3873  0.01
C 0.2860 -11.5198 -3.0301  -0.05
H -0.1436 -16.1255 -2.9561  0.08
H 1.3797 -15.6483 -2.2684  0.08
H 1.1034 -15.3856 -3.9376  0.07
H 0.6309 -13.1933 -4.3565  0.12
H 0.7466 -10.8602 -3.7656  0.07
H 0.8891 -11.2808 -2.1542  0.08
H -0.7500 -11.1933 -2.9398  0.08
C -2.5634 3.2163 8.1282  0.00
C -2.6346 4.3078 9.2069  -0.57
O -2.6134 5.4823 8.9275  0.05
N -2.7208 3.9694 10.4946  0.00
C -3.0334 2.6344 11.0491  -0.07
H -2.0586 2.3366 8.5275  0.06
H -2.0734 3.5965 7.2318  0.09
H -3.5224 2.8264 7.7869  0.08
H -2.6023 4.6902 11.1922  0.14
H -3.9462 2.7246 11.6380  0.07
H -2.2669 2.4533 11.8027  0.07
H -2.9955 1.8009 10.3476  0.07
C 5.4651 3.1219 -2.4027  0.00
C 5.6225 3.2166 -3.8979  -0.60
O 5.1870 4.2044 -4.4921  0.01
N 6.2056 2.2128 -4.4811  0.00
C 6.5506 2.0179 -5.8844  -0.05
H 4.8072 3.8449 -1.9204  0.09
H 6.4731 3.2907 -2.0237  0.08
H 5.1264 2.0969 -2.2522  0.08
H 6.5294 1.4629 -3.8871  0.14
H 7.5414 1.5669 -5.9392  0.08
H 6.4783 2.9749 -6.4012  0.08
H 5.8567 1.3077 -6.3339  0.08
C 2.0977 9.0677 -4.8299  0.01
C 0.7538 8.3278 -5.0143  -0.62
O -0.0756 8.7554 -5.7462  0.05
N 0.5253 7.2172 -4.3672  0.01
C -0.7737 6.5499 -4.2764  -0.05
H 1.9383 10.1418 -4.7341  0.08
H 2.6780 8.7506 -5.6963  0.07
H 2.6323 8.7776 -3.9254  0.07
H 1.1948 6.8232 -3.7217  0.14
H -1.1265 6.3910 -3.2574  0.09
H -0.5890 5.6228 -4.8190  0.08
H -1.5730 6.9426 -4.9050  0.08

Entry 6:
Here is a single C3H4N2O3 molecule at a distorted geometry from the Open Molecules 2025 dataset. Energies are from ωB97M-V/def2-TZVPD.

As for the charge: 0. The value obtained for the gap between HOMO and LUMO is 9.70 eV. As for the spin multiplicity: 1. Its LUMO energy is 0.40 eV. The total energy is -451.765273 Eh. As for the SMILES: O/N=C1/OCC=NO1.

Last column: Löwdin charge in e.
Cartesian coordinates (Å):
O -1.5141 -2.1945 0.0069  -0.03
N -1.1406 -1.2632 0.9992  0.10
C -0.3752 -0.3979 0.5041  -0.45
O -0.2003 0.8069 0.9741  0.01
C 1.0426 1.5861 0.7076  -0.07
C 1.2754 1.4584 -0.8007  -0.13
N 0.7949 0.5507 -1.5361  0.11
O 0.0912 -0.5023 -0.8441  -0.06
H -1.0870 -1.7616 -0.7524  0.06
H 1.8983 1.1286 1.3976  0.17
H 0.9432 2.6712 0.9594  0.13
H 1.9951 2.1882 -1.4068  0.16

Question: Look up the charge of the sixth one.
Answer: 0